Entry 1:
Molecular formula: C17H40B3N7O19
Method: DFT, wB97M-V/def2-TZVPD

Geometry as XYZ:
```
86
C17H40B3N7O19, DFT wB97M-V/def2-TZVPD
C -2.82719 6.32404 0.78401
O -2.19338 5.05777 0.48868
C -1.78478 5.08691 -0.90921
B -1.24354 3.60656 -1.37814
O 0.07124 3.56396 -1.96141
B 0.27611 2.23077 -2.46604
C 1.63492 1.35992 -2.35855
C 2.91989 2.02261 -3.04524
C 4.26622 1.13862 -2.86413
O 4.25969 0.68837 -1.48279
C 5.43084 -0.03559 -1.15174
C 5.74932 -1.51888 -1.68148
O 6.23846 0.53459 -0.36984
O -0.89116 1.60080 -3.09358
B -1.75407 1.33499 -1.94409
C -2.20318 -0.20453 -1.62952
C -2.32586 -0.32615 -0.04509
O -3.44038 0.02325 0.46035
N -1.29324 -0.82939 0.86566
C -0.30039 -1.71405 0.19419
C -0.66101 0.24885 1.67819
O -2.10609 2.47658 -1.14183
H -3.93634 6.32532 0.46846
H -2.71141 6.49435 1.90948
H -2.33913 7.20016 0.21104
H -0.90523 5.83475 -0.96101
H -2.62163 5.40319 -1.62674
H 1.42791 0.36191 -2.89351
H 1.77533 1.10407 -1.24665
H 2.72160 2.16096 -4.15880
H 3.12643 3.01447 -2.50814
H 4.29494 0.24316 -3.58374
H 5.20530 1.75981 -3.11976
H 6.28147 -1.52559 -2.68709
H 6.39166 -2.00961 -0.86330
H 4.78145 -2.13922 -1.73232
H -1.45712 -0.93848 -2.10058
H -3.22299 -0.46825 -2.07579
H 0.54392 -1.09915 -0.26668
H 0.13917 -2.40073 1.00477
H -0.78836 -2.42104 -0.56730
H -1.17746 1.27026 1.56200
H -0.75605 -0.04725 2.78882
H 0.44423 0.41530 1.43967
C -4.26536 -2.03316 3.21840
N -3.54935 -3.32822 3.29947
O -2.54627 -3.44426 2.62548
O -4.02164 -4.18170 4.03525
H -3.72939 -1.38024 2.52988
H -5.27067 -2.23776 2.85236
H -4.28923 -1.60308 4.21891
C 5.64462 4.58973 -0.19450
N 5.30813 5.54838 -1.28033
O 5.97975 6.56156 -1.36251
O 4.37978 5.24718 -2.01166
H 6.48462 4.98449 0.37336
H 4.76417 4.48853 0.43854
H 5.90646 3.64093 -0.66207
C 1.86569 -4.85033 -2.86167
N 2.37337 -3.45758 -2.96979
O 3.35371 -3.27018 -3.67052
O 1.76942 -2.60131 -2.34678
H 2.49624 -5.50094 -3.46420
H 1.90928 -5.13512 -1.81126
H 0.84105 -4.85584 -3.23082
C -6.45611 1.22510 -0.44686
N -7.34418 0.46581 -1.36501
O -7.05036 0.45543 -2.54886
O -8.30492 -0.09320 -0.86484
H -5.64792 1.66712 -1.02555
H -7.05841 1.99875 0.02769
H -6.06427 0.52248 0.28685
C 6.19861 -0.77912 2.73750
N 5.22164 -0.85200 3.85547
O 4.07539 -0.50658 3.62200
O 5.64019 -1.25333 4.92741
H 5.69042 -0.40721 1.85036
H 6.99356 -0.09893 3.03951
H 6.58120 -1.78503 2.56978
C -5.85177 -6.49502 4.55313
N -6.49271 -7.62730 3.83473
O -7.66636 -7.50432 3.52664
O -5.79437 -8.59978 3.60544
H -6.58653 -5.70400 4.68779
H -5.50769 -6.86993 5.51607
H -5.01993 -6.14837 3.94402
```

Its SMILES is COCB1OB(CCCOC(C)=O)OB(CC(=O)N(C)C)O1.C[N+](=O)[O-].C[N+](=O)[O-].C[N+](=O)[O-].C[N+](=O)[O-].C[N+](=O)[O-].C[N+](=O)[O-]. The molecular weight is 678.97 g mol⁻¹. The total charge is 0. The largest force on an atom is 0.08610 hartree/bohr. The value obtained for the LUMO energy is -0.54 eV. The total energy comes out at -2558.744485 hartree.

***

Entry 2:
Molecular formula: C17H40HgN5O3SiTe
Method: DFT, wB97M-V/def2-TZVPD

Geometry as XYZ:
```
68
C17H40HgN5O3SiTe, DFT wB97M-V/def2-TZVPD
Hg 0.25642 0.69547 -0.76839
C -1.93584 -2.20402 -1.09828
O -2.45141 -0.94349 -0.71616
C -2.84565 -0.90872 0.64043
C -3.28858 0.49860 0.97255
O -2.21817 1.40918 1.14097
C -1.91403 1.76441 2.47720
C -1.18362 0.70618 3.28655
O 0.07345 0.35693 2.76249
C 1.07536 1.34292 2.96357
H -2.70880 -2.97967 -1.02740
H -1.08507 -2.48840 -0.47376
H -1.59143 -2.11584 -2.12519
H -2.01528 -1.21669 1.28737
H -3.68868 -1.59701 0.79784
H -3.91965 0.48593 1.86900
H -3.88369 0.86031 0.13118
H -2.83330 2.02267 3.02000
H -1.29559 2.65881 2.39744
H -1.76402 -0.21893 3.32188
H -1.08034 1.07866 4.31602
H 1.13432 1.62088 4.02316
H 0.91810 2.22980 2.35130
H 2.02013 0.89244 2.66120
C 3.12041 0.14960 -5.06912
N 3.08274 -0.82699 -3.98269
C 4.19274 -0.73003 -3.05614
C 1.88278 -1.29159 -3.48788
N 1.62926 -1.68281 -2.30380
N 0.88065 -1.46463 -4.46705
C -0.36674 -0.86212 -4.37326
N -1.25785 -1.34974 -5.31520
N -0.57085 0.09150 -3.55687
H 3.76809 -0.19673 -5.87717
H 3.50986 1.10300 -4.70345
H 2.12460 0.32862 -5.46183
H 5.11015 -0.57828 -3.62216
H 4.29497 -1.65931 -2.49595
H 4.06687 0.09882 -2.34972
H 2.38286 -1.49358 -1.65144
H 1.18276 -1.73600 -5.38756
H -1.11246 -2.29614 -5.62650
H -2.22081 -1.09827 -5.17148
H -1.53426 0.40929 -3.53959
C 4.02748 3.81639 2.60274
Si 3.36060 4.60391 1.04104
C 4.75402 4.84828 -0.18111
C 2.62079 6.26071 1.47673
C 2.14014 3.48291 0.30117
C 1.34990 2.69706 -0.20880
H 4.80503 4.43206 3.06432
H 4.45820 2.83354 2.39375
H 3.22949 3.67965 3.33843
H 5.52216 5.52002 0.21388
H 4.37683 5.27854 -1.11171
H 5.23023 3.89521 -0.42275
H 3.36859 6.91623 1.93173
H 1.79792 6.14693 2.18691
H 2.22593 6.76637 0.59251
C 3.31985 -1.62793 1.43981
Te 1.22245 -2.03959 1.40659
C 1.57029 -4.07656 0.85948
H 3.78254 -2.04805 0.54716
H 3.77078 -2.06626 2.32661
H 3.46916 -0.54897 1.44924
H 2.16123 -4.56649 1.63092
H 2.07772 -4.14422 -0.10218
H 0.60248 -4.57201 0.78689
```

The molecular weight is 718.82 g mol⁻¹. The total charge is 0. As for the expectation value of S²: 0.757. The largest force on an atom is 0.01505 hartree/bohr. The value obtained for the LUMO energy (alpha / beta) is 0.48 / 0.12 eV. The total energy comes out at -1882.019065 hartree. For the energy above the lowest of the compared OMol25 structures with the same formula, charge and spin, the calculation gives 21.1 kcal per mole. Its multiplicity is 2.

***

Entry 3:
Molecular formula: C17H41GdN2OP2
Method: DFT, wB97M-V/def2-TZVPD

Geometry as XYZ:
```
64
C17H41GdN2OP2, DFT wB97M-V/def2-TZVPD
Gd -1.51470 -0.01680 0.03567
P 0.04256 -2.42400 -0.32637
P 0.03181 2.44299 -0.07461
N -0.28220 0.12863 -2.57068
C 0.11921 -2.40938 -2.16601
H 0.82807 -3.20786 -2.45696
H -0.84824 -2.73525 -2.56629
C 0.50732 -1.13531 -2.93359
H 1.57308 -0.89230 -2.81470
H 0.33417 -1.36178 -4.00785
C 0.49495 1.42504 -2.80387
H 0.31435 1.76234 -3.84653
H 1.56254 1.18135 -2.71765
C 0.10261 2.60890 -1.90920
H -0.86784 2.97003 -2.26901
H 0.80546 3.43645 -2.11890
C 1.50282 3.43650 0.48796
C 1.86809 3.14376 1.95067
H 2.78496 3.69585 2.20672
H 2.07579 2.08020 2.11343
H 1.08675 3.47311 2.64838
C -1.49832 3.50207 0.38302
C -1.61240 3.73067 1.89811
H -2.59848 4.17230 2.11495
H -0.85952 4.43774 2.28224
H -1.54962 2.79899 2.48170
C -1.49311 -3.51583 0.02264
C -1.60831 -3.89650 1.50710
H -2.59542 -4.35637 1.67700
H -1.54512 -3.02950 2.18294
H -0.85668 -4.63992 1.81782
C 1.50844 -3.46606 0.13955
C 1.86979 -3.32049 1.62465
H 2.78706 -3.89397 1.82585
H 1.08848 -3.71778 2.28568
H 2.07581 -2.27876 1.89382
C 1.26628 -0.01691 0.27236
O 2.42379 -0.01875 0.35860
C -1.68522 4.82408 -0.37148
H -0.98036 5.60529 -0.06046
H -1.63448 4.72003 -1.46120
H -2.68657 5.21538 -0.13570
C -1.68235 -4.75608 -0.86003
H -2.68265 -5.17025 -0.66052
H -1.63469 -4.54269 -1.93390
H -0.97461 -5.56308 -0.63145
C 1.48736 -4.94938 -0.25682
H 2.48990 -5.37293 -0.09408
H 0.81169 -5.54768 0.36575
H 1.25436 -5.12290 -1.31253
C 1.48032 4.95282 0.24345
H 0.80689 5.48464 0.92599
H 2.48273 5.35958 0.44544
H 1.24486 5.23294 -0.78872
H 2.30503 3.02361 -0.14701
H 2.31281 -2.99132 -0.44743
H -2.34332 2.84235 0.07941
H -2.33357 -2.82238 -0.21292
H -0.87593 0.17371 -3.37330
H -3.27987 -0.13473 0.92900
N -0.85991 -0.12392 2.51409
H -1.72052 -0.15459 3.08901
H -0.31454 0.69113 2.80316
H -0.31153 -0.96705 2.72364
```

The molecular weight is 508.73 g mol⁻¹. The total charge is +2. As for the expectation value of S²: 16.085. The largest force on an atom is 0.07796 hartree/bohr. The value obtained for the LUMO energy (alpha / beta) is -7.75 / -6.09 eV. The total energy comes out at -2304.870749 hartree. For the energy above the lowest of the compared OMol25 structures with the same formula, charge and spin, the calculation gives 0.0 kcal per mole. Its multiplicity is 8.

***

Entry 4:
Molecular formula: C17H41GeO5RuSi3
Method: DFT, wB97M-V/def2-TZVPD

Geometry as XYZ:
```
68
C17H41GeO5RuSi3, DFT wB97M-V/def2-TZVPD
Ru 0.88328 -0.79235 0.15457
O 5.31267 -0.52234 0.71255
C 4.05989 -0.81608 0.43287
O 3.10946 -0.39428 1.06347
C 3.96180 -1.78397 -0.71940
O 2.63697 -1.89867 -1.19359
C 2.41281 -1.22722 -2.45224
C 2.39333 0.28483 -2.27300
O 3.03037 0.99146 -3.02235
O 1.64163 0.69952 -1.28010
H 5.34935 0.07384 1.47786
H 4.28313 -2.75737 -0.34806
H 4.65141 -1.47697 -1.50548
H 1.43162 -1.55663 -2.78723
H 3.16137 -1.51281 -3.18516
C 0.80709 3.29446 -2.40977
Si 0.43420 2.92147 -0.65219
C -0.92950 4.06903 -0.11360
C 1.80974 2.93414 0.59278
Ge -0.91038 0.70929 -0.09820
Si -2.40599 0.48706 -1.99573
C -3.60884 1.89410 -1.89566
C -3.22348 -1.16291 -1.77013
C -1.34481 0.54885 -3.51362
Si -1.42726 0.66194 2.31227
C 0.22479 0.56315 3.19427
C -2.32393 2.22975 2.75559
C -2.50111 -0.78851 2.74697
H 1.29899 4.27662 -2.42908
H -0.11058 3.37135 -2.99765
H 1.48321 2.56928 -2.86790
H -0.52493 5.09153 -0.15041
H -1.26673 3.87380 0.90071
H -1.79423 4.02833 -0.78051
H 2.70995 3.35234 0.12765
H 2.05745 1.93050 0.93400
H 1.53598 3.55256 1.45110
H -4.10338 1.92355 -0.92070
H -4.38212 1.78287 -2.66383
H -3.10881 2.85156 -2.05825
H -3.76067 -1.21494 -0.81867
H -2.48539 -1.96894 -1.79105
H -3.94417 -1.33621 -2.57668
H -0.89811 1.53595 -3.64281
H -1.93668 0.31931 -4.40464
H -0.53205 -0.17942 -3.44887
H 0.71797 1.53941 3.22073
H 0.91076 -0.13718 2.71843
H 0.09587 0.21482 4.22553
H -1.66757 3.10059 2.72615
H -2.72559 2.14966 3.77236
H -3.16322 2.40675 2.07532
H -1.94098 -1.72279 2.78877
H -3.33057 -0.91901 2.04566
H -2.92845 -0.60207 3.73793
C 1.51179 -3.73031 1.33007
C 0.07243 -3.25852 1.54930
C -0.85755 -4.45960 1.72892
C -0.44903 -2.38050 0.39901
H 1.80757 -4.43639 2.10823
H 2.22650 -2.90241 1.36338
H 1.60899 -4.23083 0.36259
H 0.05154 -2.68080 2.47868
H -0.90457 -5.04479 0.80615
H -1.87246 -4.14262 1.97851
H -0.49849 -5.11155 2.52783
H -1.50696 -2.17971 0.52430
H -0.31531 -2.90497 -0.55788
```

The molecular weight is 583.45 g mol⁻¹. The total charge is +1. As for the expectation value of S²: 6.024. The largest force on an atom is 0.01292 hartree/bohr. The value obtained for the LUMO energy (alpha / beta) is -2.56 / -5.40 eV. The total energy comes out at -4088.610547 hartree. For the energy above the lowest of the compared OMol25 structures with the same formula, charge and spin, the calculation gives 18.2 kcal per mole. Its multiplicity is 5.